Record 1
Here is a 2-piece molecular cluster, C20H41INO6S2 overall from the OMol25 dataset. Energies are from ωB97M-V/def2-TZVPD.

```
71
Properties=species:S:1:pos:R:3:lowdin_charge:R:1
C 7.905 -1.474 2.977 -0.1444
C 6.423 -1.003 2.531 -0.2670
C 6.329 -0.785 0.934 -0.2209
C 5.108 0.271 0.692 -0.2277
C 4.532 0.245 -0.807 -0.2186
C 2.923 0.463 -0.902 -0.2071
C 2.440 1.549 0.179 -0.2142
C 1.172 2.438 -0.318 -0.2024
C 0.341 3.029 0.958 -0.2109
C -1.066 2.220 1.068 -0.2102
C -1.836 2.489 2.461 -0.1936
C -3.352 2.928 2.146 -0.2224
C -4.471 1.874 2.598 -0.2202
C -4.555 0.556 1.656 -0.2396
S -3.682 -0.919 2.381 0.6179
O -4.033 -1.037 3.851 -0.3952
O -2.181 -0.652 2.239 -0.4214
N -3.975 -2.377 1.525 -0.3656
S -5.511 -3.029 1.887 0.6000
O -5.453 -4.105 2.968 -0.4059
O -6.588 -2.019 2.195 -0.4030
C -6.017 -3.961 0.326 -0.2286
C -5.437 -3.055 -0.897 -0.7717
O -6.077 -2.068 -1.349 -0.0581
I -3.452 -3.638 -1.667 0.7510
H 8.461 -1.935 2.078 0.0711
H 8.536 -0.631 3.428 0.0677
H 7.790 -2.275 3.785 0.0630
H 5.679 -1.811 2.841 0.1065
H 6.157 -0.046 3.095 0.1026
H 6.026 -1.788 0.475 0.1075
H 7.311 -0.419 0.477 0.1088
H 4.319 0.034 1.501 0.1129
H 5.549 1.308 0.878 0.1078
H 4.771 -0.755 -1.308 0.0980
H 5.054 1.068 -1.430 0.1115
H 2.456 -0.569 -0.750 0.1047
H 2.692 0.801 -1.977 0.1113
H 2.154 1.029 1.154 0.1112
H 3.309 2.303 0.308 0.1144
H 1.639 3.316 -0.913 0.1092
H 0.505 1.824 -1.015 0.0752
H 0.154 4.159 0.799 0.1050
H 0.994 2.914 1.892 0.1028
H -0.832 1.105 0.906 0.1023
H -1.679 2.544 0.145 0.1065
H -1.727 1.652 3.226 0.1101
H -1.317 3.416 2.927 0.1005
H -3.506 3.252 1.045 0.1074
H -3.548 3.892 2.763 0.1020
H -4.428 1.604 3.715 0.1180
H -5.493 2.405 2.457 0.1088
H -4.265 0.774 0.566 0.1138
H -5.680 0.283 1.620 0.0934
H -7.145 -4.110 0.270 0.1160
H -5.476 -4.966 0.241 0.0822
C -0.455 -1.156 -2.542 -0.0883
C -0.618 0.179 -3.248 -0.2672
O 0.300 0.368 -4.318 -0.1672
C 0.215 -0.556 -5.392 -0.2845
C -1.127 -0.533 -6.105 -0.0835
H 0.584 -1.310 -2.240 0.0684
H -1.093 -1.199 -1.656 0.0588
H -0.732 -1.989 -3.195 0.0490
H -0.423 0.980 -2.531 0.0893
H -1.646 0.317 -3.598 0.1110
H 0.462 -1.566 -5.047 0.1062
H 0.995 -0.272 -6.104 0.1144
H -1.928 -0.901 -5.460 0.0674
H -1.097 -1.165 -6.996 0.0735
H -1.388 0.486 -6.402 0.0803
```

Properties
frontier orbital gap = 8.3022 eV
charge = -1
lowest unoccupied orbital energy = 0.0799 Eh
electronic energy = -2386.7686 Ha

---

Record 2
Here is one molecule with the formula C11H18N4O2 from the OMol25 dataset. Energies are from ωB97M-V/def2-TZVPD.

```
35
Properties=species:S:1:pos:R:3:nbo_charge:R:1
C -2.826 -2.216 -0.080 -0.6715
C -2.365 -0.803 0.085 0.3946
N -1.098 -0.580 0.410 -0.5571
C -0.064 -1.557 0.605 -0.2156
H 0.037 -2.191 -0.284 0.1955
H -0.300 -2.201 1.462 0.1913
C 1.260 -0.822 0.853 -0.2268
N 1.638 -0.105 -0.352 -0.4623
C 1.840 1.328 -0.208 -0.2485
H 1.029 1.762 0.378 0.2185
C 3.200 1.654 0.421 -0.0900
H 3.380 2.730 0.429 0.1980
O 4.254 1.087 -0.331 -0.5272
C 4.106 -0.312 -0.443 -0.0891
H 4.936 -0.657 -1.062 0.1964
C 2.757 -0.678 -1.079 -0.2423
H 2.644 -1.763 -1.128 0.1981
H 2.728 -0.277 -2.097 0.2034
H 4.189 -0.774 0.555 0.1540
H 3.238 1.275 1.455 0.1547
H 1.805 1.760 -1.213 0.2034
H 1.118 -0.129 1.687 0.2016
H 2.017 -1.556 1.152 0.1958
H -0.851 0.414 0.464 0.4507
C -3.236 0.263 -0.087 -0.4566
C -4.575 0.040 -0.422 0.2882
N -5.685 -0.098 -0.696 -0.3782
C -2.800 1.651 0.073 0.6751
O -1.651 1.975 0.383 -0.6820
N -3.746 2.595 -0.137 -0.8096
H -4.687 2.351 -0.392 0.4107
H -3.491 3.563 -0.040 0.4062
H -2.641 -2.780 0.834 0.2340
H -2.272 -2.696 -0.886 0.2357
H -3.887 -2.252 -0.310 0.2507
```

Properties
frontier orbital gap = 8.9461 eV
relative energy (zero: lowest compared OMol25 entry of this formula, charge and spin) = 0.0 kJ/mol
lowest unoccupied orbital energy = 0.0233 Eh
SMILES = C/C(NCCN1CCOCC1)=C(\C#N)C(N)=O
electronic energy = -799.4615 Ha

---

Record 3
Here is C37H27BrClN5O6Sm as an isolated structure from the OMol25 dataset. Energies are from ωB97M-V/def2-TZVPD.

```
78
Properties=species:S:1:pos:R:3:mulliken_spin:R:1
Sm -0.154 -0.906 -0.923 5.0349
Br -4.768 2.460 5.210 0.0000
C -4.809 3.270 3.504 0.0000
C -6.008 3.373 2.822 -0.0001
C -6.024 3.963 1.566 0.0002
C -4.847 4.398 0.975 -0.0001
C -3.652 4.320 1.690 0.0001
C -3.635 3.766 2.959 0.0000
N -4.985 5.041 -0.308 0.0000
N -4.143 4.935 -1.221 -0.0001
C -3.128 3.925 -1.241 0.0000
C -1.845 4.339 -1.472 0.0004
C -0.758 3.445 -1.420 -0.0015
C -0.959 2.111 -1.195 -0.0142
O 0.026 1.216 -1.059 -0.0124
C -2.299 1.638 -1.116 0.0056
N -2.456 0.278 -1.058 0.0098
C -3.676 -0.211 -1.002 -0.0023
C -4.822 0.596 -1.017 -0.0010
C -4.680 1.953 -1.097 0.0001
C -3.390 2.527 -1.130 -0.0011
H -6.925 3.015 3.273 0.0000
H -6.955 4.071 1.022 0.0000
H -2.739 4.715 1.269 0.0000
H -2.713 3.720 3.524 0.0000
H -1.673 5.398 -1.629 -0.0001
H 0.256 3.809 -1.544 0.0001
H -3.769 -1.290 -0.984 -0.0007
H -5.800 0.137 -0.985 0.0000
H -5.555 2.584 -1.157 0.0000
O 7.436 3.385 -0.837 0.0000
C 6.106 3.592 -0.816 0.0001
O 5.662 4.693 -0.684 0.0000
C 5.219 2.385 -0.954 -0.0001
C 5.586 1.245 -1.658 0.0000
C 4.698 0.190 -1.797 -0.0001
C 3.435 0.255 -1.214 -0.0023
C 3.057 1.411 -0.538 0.0028
C 3.943 2.464 -0.411 0.0006
N 2.513 -0.836 -1.308 0.0010
C 3.017 -2.003 -1.303 -0.0054
C 2.234 -3.215 -1.581 0.0003
C 2.881 -4.430 -1.694 -0.0003
C 2.148 -5.559 -2.032 0.0004
C 0.791 -5.423 -2.242 -0.0011
C 0.215 -4.168 -2.100 -0.0010
N 0.913 -3.079 -1.777 0.0027
H 7.651 2.446 -0.877 0.0000
H 6.552 1.177 -2.145 0.0000
H 4.977 -0.652 -2.420 0.0001
H 2.061 1.488 -0.129 -0.0006
H 3.654 3.374 0.100 0.0000
H 4.082 -2.152 -1.121 0.0000
H 3.950 -4.481 -1.523 -0.0002
H 2.631 -6.522 -2.134 0.0000
H 0.172 -6.267 -2.514 0.0000
H -0.849 -4.035 -2.235 -0.0003
C 0.256 -4.547 1.624 0.0001
C 1.114 -3.302 1.651 -0.0046
C 2.489 -3.500 1.780 0.0004
C 3.397 -2.460 1.877 -0.0007
Cl 5.087 -2.806 1.994 -0.0002
C 2.959 -1.151 1.868 0.0014
C 1.609 -0.922 1.711 -0.0037
C 0.690 -1.969 1.595 0.0152
O -0.607 -1.469 1.429 -0.0099
C -1.785 -2.296 1.600 0.0009
C -2.166 -3.006 0.297 -0.0006
O -2.870 -3.984 0.338 0.0012
O -1.649 -2.442 -0.760 -0.0072
H 0.881 -5.404 1.380 0.0000
H -0.556 -4.522 0.905 -0.0002
H -0.179 -4.737 2.607 -0.0001
H 2.861 -4.518 1.810 -0.0001
H 3.655 -0.329 1.981 0.0000
H 1.219 0.088 1.744 -0.0053
H -2.584 -1.601 1.848 -0.0006
H -1.666 -3.002 2.412 -0.0002
```

Properties
frontier orbital gap (alpha / beta) = 6.0293 / 6.0379 eV
charge = +1
relative energy (zero: lowest compared OMol25 entry of this formula, charge and spin) = 0.0 kJ/mol
lowest unoccupied orbital energy (alpha / beta) = -0.1495 / -0.1494 Eh
2S+1 = 6
electronic energy = -5843.4763 Ha

---

Record 4
Here is a 2-piece molecular cluster, C5H16NO2 overall from the OMol25 dataset. Energies are from ωB97M-V/def2-TZVPD.

```
24
Properties=species:S:1:pos:R:3:nbo_charge:R:1
C -0.489 -1.781 -1.699 -0.6673
C 0.186 -0.944 -0.655 -0.0413
C 0.223 0.563 -0.844 -0.4202
C 1.022 1.324 0.214 -0.4618
C 2.306 0.738 0.741 -0.0702
O 1.885 -0.270 1.702 -0.7905
N -0.460 -1.205 0.692 -0.6964
H -1.357 -1.411 -2.256 0.2480
H -0.544 -2.815 -1.446 0.2322
H 0.163 -1.799 -2.585 0.2570
H 1.210 -1.279 -0.543 0.2255
H -0.785 0.980 -0.801 0.2185
H 0.680 0.765 -1.814 0.2451
H 0.447 1.693 1.074 0.2252
H 1.158 2.333 -0.197 0.2532
H 2.773 0.165 -0.068 0.1721
H 2.990 1.444 1.175 0.2132
H 2.541 -0.426 2.386 0.5072
H 0.131 -0.815 1.453 0.4779
H -0.633 -2.198 0.830 0.4394
H -1.299 -0.637 0.791 0.4313
H -4.497 1.291 0.359 0.4662
H -3.587 2.448 0.456 0.4640
O -4.065 1.836 1.035 -0.9283
```

Properties
frontier orbital gap = 11.5322 eV
charge = +1
relative energy (zero: lowest compared OMol25 entry of this formula, charge and spin) = 80.1 kJ/mol
lowest unoccupied orbital energy = -0.1097 Eh
electronic energy = -405.0896 Ha

---

Record 5
Here is C42H98B2CuF8O21 as an isolated structure from the OMol25 dataset. Energies are from ωB97M-V/def2-TZVPD.

```
172
Properties=species:S:1:pos:R:3:mulliken_spin:R:1
Cu -1.150 0.422 -0.272 0.8152
B -2.126 -1.710 1.582 0.0039
F -1.627 -1.421 0.271 0.0148
F -1.605 -2.920 1.944 0.0015
F -1.573 -0.678 2.389 -0.0019
F -3.500 -1.704 1.680 0.0001
B -1.472 0.608 -3.379 0.0040
F -2.794 0.340 -3.214 0.0002
F -0.674 -0.015 -2.130 -0.0003
F -0.876 0.054 -4.461 0.0004
F -1.287 1.957 -3.216 -0.0009
C -7.193 -8.798 -3.991 0.0000
O -7.832 -8.106 -2.923 0.0000
C -7.100 -8.142 -1.710 0.0000
C -5.811 -7.395 -1.713 0.0000
O -6.072 -6.020 -1.559 0.0000
C -5.147 -5.200 -2.196 0.0000
C -3.852 -4.875 -1.444 -0.0002
O -3.083 -6.039 -1.236 0.0000
C -1.920 -5.822 -0.506 -0.0002
H -6.497 -8.132 -4.487 0.0000
H -8.001 -8.948 -4.728 0.0000
H -6.834 -9.735 -3.738 0.0000
H -6.956 -9.195 -1.449 0.0000
H -7.756 -7.607 -1.030 0.0000
H -5.235 -7.669 -2.585 0.0000
H -5.120 -7.857 -1.005 0.0000
H -5.672 -4.236 -2.327 0.0000
H -4.911 -5.597 -3.134 0.0000
H -4.041 -4.342 -0.426 0.0000
H -3.376 -4.142 -2.081 0.0002
H -1.274 -6.640 -0.573 0.0000
H -2.212 -5.706 0.584 0.0000
H -1.471 -4.873 -0.839 0.0001
C -5.127 3.153 3.613 0.0001
O -4.183 3.887 2.776 0.0004
C -4.664 5.228 2.650 -0.0001
C -4.095 6.115 1.601 0.0002
O -4.422 5.598 0.271 0.0001
C -4.148 6.556 -0.719 0.0000
C -4.573 5.941 -2.082 0.0000
O -3.634 4.940 -2.555 0.0001
C -3.846 4.519 -3.819 0.0000
H -5.144 3.576 4.594 0.0000
H -4.679 2.122 3.700 -0.0001
H -6.064 3.111 3.059 0.0000
H -4.454 5.768 3.584 0.0000
H -5.694 5.242 2.519 0.0000
H -2.984 6.180 1.636 0.0000
H -4.390 7.204 1.816 0.0000
H -3.165 6.962 -0.676 0.0000
H -4.727 7.459 -0.527 0.0000
H -4.620 6.707 -2.869 0.0000
H -5.565 5.498 -1.883 0.0000
H -3.910 5.369 -4.499 0.0000
H -4.718 3.843 -3.841 0.0000
H -2.945 3.952 -4.199 0.0000
C -4.153 0.601 -0.346 -0.0022
O -2.878 1.168 -0.083 0.0630
C -2.896 2.577 -0.235 -0.0024
C -1.624 3.084 0.404 -0.0167
O -0.569 2.370 -0.204 0.0558
C 0.734 2.494 0.439 -0.0139
C 1.524 1.296 -0.042 0.0053
O 0.760 0.147 0.281 0.0541
C 1.381 -1.125 -0.082 -0.0063
H -4.506 0.938 -1.353 -0.0013
H -4.810 1.044 0.417 0.0042
H -4.114 -0.482 -0.288 0.0031
H -3.755 3.002 0.273 0.0051
H -2.909 2.851 -1.250 -0.0007
H -1.699 2.923 1.488 0.0019
H -1.624 4.164 0.143 0.0018
H 0.565 2.566 1.506 0.0039
H 1.260 3.359 0.045 0.0035
H 2.470 1.250 0.545 0.0022
H 1.656 1.435 -1.163 0.0003
H 1.176 -1.403 -1.131 -0.0043
H 0.976 -1.951 0.465 0.0007
H 2.479 -0.986 0.085 0.0036
C 3.885 4.068 -0.066 0.0004
O 3.589 3.521 1.175 0.0001
C 4.602 2.717 1.704 0.0006
C 4.120 1.922 2.949 -0.0001
O 3.195 0.920 2.701 -0.0001
C 2.580 0.480 3.907 0.0000
C 1.619 -0.723 3.778 -0.0003
O 2.281 -1.823 3.177 0.0001
C 1.633 -3.050 3.418 0.0000
H 4.962 4.329 -0.093 0.0000
H 3.205 4.947 -0.110 0.0000
H 3.726 3.396 -0.903 -0.0003
H 5.479 3.217 2.063 0.0000
H 5.028 2.087 0.927 -0.0001
H 3.686 2.643 3.686 0.0000
H 5.069 1.527 3.375 0.0001
H 2.016 1.316 4.399 -0.0001
H 3.388 0.195 4.665 0.0001
H 0.720 -0.395 3.272 0.0011
H 1.309 -1.013 4.811 0.0000
H 1.790 -3.389 4.410 0.0000
H 2.095 -3.756 2.670 0.0000
H 0.569 -3.101 3.200 0.0001
C 5.606 2.729 -2.621 0.0001
O 5.793 1.853 -1.491 0.0001
C 5.609 0.491 -1.904 -0.0001
C 4.142 0.123 -2.220 -0.0006
O 3.890 0.359 -3.567 0.0000
C 2.505 0.216 -3.868 -0.0008
C 1.814 1.556 -4.273 -0.0001
O 1.747 2.464 -3.172 0.0006
C 1.719 3.825 -3.578 0.0004
H 5.842 3.743 -2.402 0.0000
H 4.549 2.678 -2.957 -0.0001
H 6.234 2.348 -3.419 0.0000
H 5.948 -0.135 -1.042 0.0000
H 6.211 0.403 -2.806 0.0000
H 3.476 0.740 -1.599 -0.0011
H 3.979 -0.945 -1.933 0.0002
H 2.090 -0.305 -3.016 0.0006
H 2.365 -0.504 -4.735 0.0001
H 0.781 1.407 -4.619 0.0001
H 2.340 2.062 -5.137 0.0000
H 0.846 4.070 -4.190 0.0001
H 2.667 4.163 -3.999 0.0000
H 1.600 4.336 -2.648 0.0002
C 4.631 -3.901 -6.723 0.0000
O 4.364 -4.142 -5.356 0.0000
C 4.528 -3.011 -4.549 0.0001
C 4.215 -3.238 -3.091 0.0001
O 2.878 -2.843 -2.803 -0.0002
C 1.857 -3.619 -3.538 -0.0002
C 0.519 -3.358 -2.887 0.0000
O -0.376 -4.439 -3.053 0.0000
C -0.928 -4.472 -4.350 0.0000
H 4.306 -4.797 -7.247 0.0000
H 5.712 -3.747 -6.942 0.0000
H 4.103 -2.993 -7.065 0.0000
H 3.845 -2.129 -4.813 0.0000
H 5.535 -2.685 -4.675 0.0000
H 4.893 -2.681 -2.404 0.0000
H 4.368 -4.291 -2.889 0.0000
H 2.059 -4.690 -3.500 0.0000
H 1.883 -3.212 -4.505 0.0000
H 0.073 -2.445 -3.326 0.0002
H 0.801 -3.264 -1.880 0.0004
H -0.213 -4.312 -5.169 0.0000
H -1.660 -3.650 -4.483 0.0000
H -1.476 -5.383 -4.504 0.0000
C 5.867 2.507 7.140 0.0000
O 4.879 1.648 6.432 0.0000
C 4.399 0.663 7.253 0.0000
C 3.190 1.017 8.162 0.0000
O 2.179 1.502 7.217 0.0000
C 1.119 2.112 7.805 -0.0001
C -0.023 2.176 6.731 0.0000
O -0.688 0.963 6.667 0.0000
C -1.434 0.725 5.448 0.0000
H 6.512 2.942 6.386 0.0000
H 6.427 1.910 7.802 0.0000
H 5.316 3.259 7.711 0.0000
H 5.137 0.183 7.837 0.0000
H 4.036 -0.111 6.486 0.0000
H 3.401 1.822 8.853 0.0000
H 2.896 0.098 8.639 0.0000
H 1.324 3.121 8.169 0.0000
H 0.641 1.541 8.581 0.0000
H 0.449 2.502 5.862 0.0000
H -0.720 2.975 7.116 0.0000
H -2.493 1.026 5.451 0.0000
H -1.370 -0.358 5.298 0.0000
H -0.904 1.258 4.633 0.0001
```

Properties
frontier orbital gap (alpha / beta) = 9.2894 / 7.5681 eV
lowest unoccupied orbital energy (alpha / beta) = 0.0139 / -0.0494 Eh
2S+1 = 2
electronic energy = -5728.1862 Ha

---

Record 6
Here is one molecule with the formula C4H2N4O2 from the OMol25 dataset. Energies are from ωB97M-V/def2-TZVPD.

```
12
Properties=species:S:1:pos:R:3:nbo_charge:R:1
N -0.189 2.608 -1.802 -0.5920
C 0.436 1.526 -1.610 0.4588
C 0.084 0.624 -0.534 0.0097
C -0.139 -0.127 0.386 -0.0112
C -0.377 -0.999 1.483 0.1676
N -1.189 -0.759 2.474 -0.0366
O -1.125 -1.852 3.230 -0.1189
N -0.239 -2.735 2.689 0.1452
N 0.218 -2.236 1.639 -0.1972
O 1.141 0.982 -2.664 -0.6754
H 1.370 0.058 -2.503 0.4924
H 0.010 2.910 -2.788 0.3576
```

Properties
frontier orbital gap = 9.7811 eV
relative energy (zero: lowest compared OMol25 entry of this formula, charge and spin) = 404.6 kJ/mol
lowest unoccupied orbital energy = -0.0256 Eh
SMILES = [H]/N=C(\O)C#Cc1nnon1
electronic energy = -522.9659 Ha